[1]
C53H45Cl3N4NiO7Si as an isolated structure in a non-equilibrium geometry, computed with ωB97M-V/def2-TZVPD.

Properties
lowest unoccupied orbital energy (alpha / beta): 3.74 / 3.74 eV
expectation value of S²: 2.011
gap between HOMO and LUMO (alpha / beta): 5.35 / 5.41 eV
calculated total energy: -5970.9082 Ha
HOMO (alpha / beta): -1.61 / -1.67 eV

Geometry as ORCA input:
```
! wB97M-V def2-TZVPD RIJCOSX def2/J DEFGRID3
* xyz -2 3
Ni -0.782 -0.126 0.306
Cl 0.607 2.816 -4.570
Cl 0.970 2.908 -1.712
Cl 3.081 1.925 -3.402
Si 2.711 -0.527 0.401
O 0.917 -0.190 -4.110
O -4.627 0.365 -7.797
O -1.141 8.848 0.349
O 1.232 -0.033 0.505
O 0.092 0.199 -2.029
O 1.436 -8.625 -1.197
O 3.305 -0.523 8.346
N -0.615 -1.704 1.750
N -2.135 1.292 -0.515
N -0.806 1.197 1.978
N -1.741 -1.581 -0.847
C 1.322 1.980 -3.159
C -0.688 -3.554 0.147
C 3.906 0.944 0.698
C -0.159 0.936 3.136
C -1.309 -2.861 -0.897
C -0.088 6.652 0.505
C -2.318 -1.311 -2.045
C -3.321 0.041 -3.846
C -2.999 0.949 -6.070
C 3.241 -1.818 1.717
C -1.640 -3.448 -2.177
C -0.079 -1.550 2.987
C -0.137 -7.312 -0.055
C 0.979 -0.369 4.881
C 2.538 -8.700 -2.068
C 0.999 -4.967 -0.981
C -4.865 -0.495 -5.628
C 2.594 -0.445 7.171
C 1.339 -1.043 7.178
C 0.383 -2.831 3.486
C 0.044 9.353 -0.219
C -0.948 2.542 1.899
C -0.432 -3.003 1.405
C 0.176 -3.728 2.498
C -1.191 7.491 0.560
C 4.574 0.081 8.364
C 1.547 -6.189 -1.350
C 0.543 -0.997 6.048
C -2.604 0.822 -4.745
C -3.408 2.343 -2.101
C 2.249 0.203 4.885
C 0.094 2.171 3.849
C -1.508 4.720 0.874
C 3.214 -1.350 -1.250
C -4.456 -0.623 -4.312
C -0.129 -4.896 -0.170
C 3.053 0.170 6.016
C -2.793 1.104 -1.686
C -3.061 3.279 -1.186
C -0.249 5.285 0.677
C -0.683 -6.088 0.291
C -2.250 2.606 -0.198
C -4.138 0.293 -6.513
C 0.692 0.432 -3.074
C -2.278 -2.490 -2.886
C -2.440 6.955 0.848
C -0.397 3.169 3.080
C -1.621 3.235 0.888
C 0.165 -0.333 3.637
C -2.593 5.586 0.993
C 0.973 -7.366 -0.891
C -2.832 -0.076 -2.447
C -3.861 1.099 -8.722
H 5.239 -0.342 7.603
H -0.557 -8.246 0.299
H -3.577 5.181 1.198
H 1.459 -4.047 -1.321
H 0.615 4.638 0.620
H 2.755 -2.782 1.538
H 1.011 -1.537 8.084
H -4.361 0.993 -9.684
H 0.410 -4.781 2.499
H -1.559 -6.053 0.927
H 4.038 0.616 5.970
H 4.992 -0.113 9.350
H -2.657 -2.556 -3.892
H 3.740 -0.658 -1.912
H -1.415 -4.460 -2.473
H -3.317 4.326 -1.183
H 2.311 -1.667 -1.780
H -2.404 1.567 -6.729
H -0.157 10.392 -0.474
H 0.566 2.255 4.814
H -0.436 -1.461 6.064
H -5.023 -1.242 -3.629
H 4.323 -1.983 1.722
H 2.756 -9.758 -2.200
H 0.852 -3.004 4.440
H 2.955 -1.498 2.721
H 0.904 7.042 0.315
H 4.503 1.163 8.210
H -3.287 7.625 0.932
H 2.615 0.659 3.974
H 3.417 -8.199 -1.652
H 3.851 -2.229 -1.107
H 2.310 -8.258 -3.044
H 0.318 8.804 -1.125
H 0.885 9.322 0.482
H 4.922 0.614 0.942
H -3.817 2.161 -8.459
H 3.535 1.553 1.528
H 3.966 1.585 -0.184
H -1.705 1.323 -4.411
H -5.752 -0.994 -5.999
H -0.415 4.227 3.289
H -4.037 2.471 -2.968
H -2.841 0.709 -8.799
H 2.414 -6.199 -1.995
*
```

Results of the Mulliken charge analysis, in e, for atoms 1 through 5:
1 Ni 0.210
2 Cl -0.225
3 Cl -0.035
4 Cl -0.188
5 Si 0.822


[2]
C53H46ClN2O2P3S2Sn as an isolated structure in a non-equilibrium geometry, computed with ωB97M-V/def2-TZVPD.

Properties
lowest unoccupied orbital energy (alpha / beta): 3.74 / 3.74 eV
gap between HOMO and LUMO (alpha / beta): 2.70 / 2.39 eV
calculated total energy: -4802.0435 Ha
HOMO (alpha / beta): 1.04 / 1.35 eV

Geometry as ORCA input:
```
! wB97M-V def2-TZVPD RIJCOSX def2/J DEFGRID3
* xyz -2 1
Sn 1.674 -0.398 -0.185
Cl 2.030 3.647 3.745
S 2.885 -2.118 5.252
S 2.256 -2.192 1.686
P -2.900 1.475 1.182
P -3.673 -0.668 -2.203
P 3.478 -2.132 3.340
O 3.020 1.250 1.318
O 0.856 1.334 0.894
N -1.459 -1.362 -1.159
N 2.089 1.445 -1.854
C -2.945 1.285 2.965
C 4.980 -0.281 1.991
C -3.877 -2.427 -2.589
C -4.813 1.511 -5.505
C -3.967 -2.890 -3.921
C 2.105 3.719 -2.638
C 5.063 -5.804 4.202
C -3.073 2.301 3.885
C 6.068 -5.965 3.210
C -3.214 5.367 0.088
C -3.895 -3.307 -1.490
C -3.925 -4.694 -1.756
C -4.485 5.777 0.529
C 6.220 0.783 4.211
C -5.183 0.909 -0.434
C 6.350 1.454 2.971
C -3.723 0.169 -3.833
C -3.786 1.256 -6.420
C 6.241 -4.907 2.291
C -2.775 4.066 0.377
C 4.823 -2.801 -2.169
C 5.386 -3.825 2.227
C 4.786 -0.930 3.187
C 2.958 3.351 -3.697
C -3.621 3.122 0.983
C 3.869 -2.286 -1.299
C -2.949 2.049 5.226
C 3.726 -0.242 -2.544
C 4.743 -0.720 -3.385
C -2.705 -0.366 4.768
C 5.563 -0.457 4.236
C 3.328 -1.046 -1.510
C -3.893 -4.269 -4.152
C -5.285 -0.169 -1.457
C -3.790 -5.168 -3.059
C -2.849 0.688 5.705
C 3.086 1.125 -2.773
C 3.496 2.036 -3.707
C -4.715 1.123 -4.189
C 5.689 0.886 1.890
C -2.702 0.478 -5.996
C -2.666 -0.057 3.437
C -0.408 -1.007 -0.825
C 5.296 -1.990 -3.161
C 4.388 -3.681 3.191
C -2.686 -0.107 -4.757
C 1.920 1.812 1.389
C -4.417 0.490 0.837
C 1.753 3.292 1.999
C 1.720 2.710 -1.709
C 4.161 -4.696 4.092
C -4.934 3.562 1.411
C -5.333 4.894 1.290
H -5.984 0.042 -2.277
H 6.784 2.465 2.948
H -2.848 0.510 6.814
H -4.153 -0.593 0.758
H 6.696 1.284 5.043
H 1.686 4.670 -2.628
H -3.753 1.665 -7.439
H 7.046 -5.012 1.578
H -1.836 0.400 -6.681
H -3.872 -2.828 -0.511
H -5.562 2.893 1.962
H 0.789 3.754 1.682
H 4.140 1.712 -4.525
H -2.694 -1.436 4.987
H -5.027 0.536 1.712
H 6.659 -6.940 3.048
H 6.134 -2.353 -3.803
H -4.668 1.773 -0.817
H -2.995 3.381 3.516
H -3.560 -6.213 -3.289
H -4.804 6.793 0.306
H -4.109 -5.296 -0.891
H -6.226 5.201 1.922
H -5.462 1.429 -3.470
H -2.576 -0.856 2.729
H 4.954 -6.515 5.032
H 3.258 3.947 -4.544
H -5.720 2.048 -5.797
H 5.169 -3.830 -2.097
H 5.566 -3.039 1.469
H 5.648 1.409 0.907
H -1.872 -0.861 -4.612
H -4.196 -2.204 -4.720
H -2.984 2.858 5.900
H -2.661 6.108 -0.487
H -1.843 3.719 -0.063
H 4.437 -0.541 1.118
H 2.550 3.826 1.512
H 5.068 -0.151 -4.247
H -3.866 -4.701 -5.126
H -6.229 1.261 -0.096
H -5.654 -1.046 -0.892
H 5.574 -1.090 5.099
H 3.243 -4.598 4.739
H 0.918 2.907 -0.939
H 3.476 -2.891 -0.457
*
```

Results of the Mulliken charge analysis, in e, for atoms 1 through 5:
1 Sn 1.263
2 Cl -0.267
3 S -0.624
4 S -0.372
5 P 0.827


[3]
C53H46F3IrN6O2PS5 as an isolated structure in a non-equilibrium geometry, computed with ωB97M-V/def2-TZVPD.

Properties
lowest unoccupied orbital energy (alpha / beta): -0.20 / -2.53 eV
expectation value of S²: 8.803
gap between HOMO and LUMO (alpha / beta): 6.51 / 5.53 eV
calculated total energy: -5262.4403 Ha
HOMO (alpha / beta): -6.72 / -8.06 eV

Geometry as ORCA input:
```
! wB97M-V def2-TZVPD RIJCOSX def2/J DEFGRID3
* xyz 0 6
Ir 0.164 0.527 -0.434
S 2.796 0.619 -1.940
S -2.312 0.004 -1.501
S 2.378 3.575 1.909
S -0.738 2.341 0.906
S 1.439 -2.124 -2.220
P 0.415 3.753 1.856
F 5.576 1.634 -1.806
F 6.035 -0.469 -1.577
F 6.960 0.993 -0.275
O -1.056 -2.552 0.619
O -0.317 -0.540 1.309
N -0.557 1.116 -3.188
N 0.019 1.679 -2.144
N -2.565 -1.587 -3.866
N 2.366 0.320 0.581
N 0.340 -1.352 -1.366
N -1.764 -0.582 -4.099
C 5.804 0.678 -0.895
C -4.231 -4.415 -5.463
C -0.069 3.781 -3.334
C -2.964 -2.465 -4.850
C -0.297 -4.327 -2.319
C 4.686 0.510 0.090
C 3.947 0.195 2.348
C -0.959 -5.322 -3.020
C -1.506 -2.666 5.044
C -0.975 -1.640 1.448
C 3.341 0.471 -0.319
C -0.792 -5.444 -4.395
C -2.794 -1.126 3.112
C 0.367 5.081 -3.502
C 0.471 2.980 -2.315
C 0.354 2.934 4.506
C -0.098 5.378 1.202
C 1.355 5.605 -2.677
C 0.330 7.740 1.088
C 0.347 -3.245 3.433
C -2.693 -2.024 5.366
C -3.285 -2.122 6.747
C -3.493 -0.287 2.081
C 0.524 -3.456 -3.018
C -2.952 -3.235 -7.123
C -3.324 -1.263 4.388
C -1.187 5.528 0.352
C -0.950 -2.557 3.775
C 4.065 -4.816 -0.750
C -3.817 -3.516 -4.500
C 2.651 0.202 1.872
C 0.658 6.485 1.575
C -3.800 -4.282 -6.778
C 3.265 -4.077 -1.605
C 0.684 -3.553 -4.392
C 1.915 4.806 -1.689
C 1.478 3.511 -1.502
C -1.475 0.183 -3.025
C -0.750 7.889 0.227
C -2.532 -2.324 -6.173
C 2.392 -3.139 -1.071
C -1.510 6.787 -0.132
C 0.023 -4.559 -5.083
C 3.127 -3.654 1.139
C 4.976 0.362 1.435
C -1.794 4.540 5.217
C -0.115 2.925 5.810
C -1.333 4.548 3.909
C 4.002 -4.597 0.621
C 2.316 -2.913 0.290
C -0.252 3.748 3.556
C -1.187 3.733 6.166
C -1.602 -1.789 2.814
H -2.624 -3.128 -8.149
H 0.750 -3.772 4.297
H 0.195 -3.962 2.624
H 1.085 -2.514 3.092
H -3.702 -0.869 1.182
H -2.628 5.171 5.500
H -4.129 -4.987 -7.529
H 0.919 8.602 1.376
H 1.321 -2.844 -4.907
H 1.796 0.109 2.533
H 3.078 -3.486 2.207
H -0.823 3.352 -3.980
H 4.743 -5.555 -1.156
H 1.204 2.327 4.223
H 1.693 6.625 -2.807
H -3.218 -1.158 7.255
H -1.881 -1.496 -6.414
H -2.356 6.904 -0.797
H -1.771 4.664 0.062
H -1.000 -3.266 5.793
H 0.145 -4.646 -6.154
H -4.339 -2.399 6.701
H 1.628 -2.178 0.688
H 4.149 0.093 3.403
H -1.806 5.182 3.169
H 4.641 -5.165 1.285
H -4.435 0.099 2.470
H 3.307 -4.232 -2.677
H -2.758 -2.860 7.350
H -1.545 3.735 7.188
H 1.943 2.893 -0.749
H -1.301 -6.233 -4.932
H -2.895 -1.710 -2.904
H 1.508 6.351 2.233
H -4.146 -3.605 -3.471
H -0.419 -4.232 -1.245
H -4.254 -0.758 4.626
H 2.703 5.192 -1.054
H -1.606 -6.009 -2.492
H -0.065 5.694 -4.283
H -2.868 0.557 1.786
H 0.361 2.298 6.553
H -0.226 -1.965 -0.752
H 6.005 0.390 1.765
H -0.996 8.867 -0.166
H -4.902 -5.219 -5.190
*
```

Results of the natural (NBO) charge analysis, in e, for atoms 1 through 5:
1 Ir 1.159
2 S 0.179
3 S -0.228
4 S -0.620
5 S -0.395


[4]
C53H47As2F6N6O5S2Sc as an isolated structure in a non-equilibrium geometry, computed with ωB97M-V/def2-TZVPD.

Properties
lowest unoccupied orbital energy: -5.42 eV
gap between HOMO and LUMO: 6.19 eV
energy relative to the best compared isomer or geometry (same formula, charge and spin): 0.00 kJ/mol
calculated total energy: -9380.1681 Ha
HOMO: -11.62 eV

Geometry as ORCA input:
```
! wB97M-V def2-TZVPD RIJCOSX def2/J DEFGRID3
* xyz 2 1
As 2.995 1.107 1.625
As 0.608 3.276 1.212
Sc 0.332 0.229 1.350
S -1.652 1.650 4.855
S 0.039 -0.461 4.726
F -1.649 2.343 7.405
F 1.650 -1.000 6.678
F -3.276 1.027 6.841
F -3.298 3.099 6.220
F 2.420 0.474 5.282
F 2.350 -1.621 4.727
O -1.573 1.338 1.757
O -7.323 -4.869 -7.966
O -0.575 -1.749 4.725
O -2.632 0.835 4.089
O 0.327 -0.028 3.293
N 1.377 -1.770 0.993
N -1.321 -1.281 0.896
N -0.125 0.391 -0.878
N -3.044 -1.657 -4.308
N -0.533 0.662 5.571
N -4.025 -2.989 -2.820
C -1.796 4.964 1.249
C -5.515 -3.341 -7.458
C 2.944 2.769 2.684
C 1.622 -2.888 1.073
C -2.114 2.621 1.575
C -1.075 -0.455 -1.350
C 1.806 6.002 -1.719
C -2.528 2.043 6.467
C 1.737 -0.659 5.408
C 5.687 0.918 2.621
C 3.065 -4.632 0.192
C 3.829 0.478 -1.008
C 0.650 -5.094 0.813
C 1.706 5.956 1.057
C -1.433 -0.473 -2.715
C -1.913 -2.065 1.784
C 0.505 1.193 -1.725
C -0.759 0.402 -3.582
C 2.220 7.108 -0.989
C 3.671 1.552 -0.132
C 5.640 -1.815 3.102
C 6.790 -1.086 3.357
C 0.218 1.228 -3.090
C 4.508 -1.178 2.610
C 6.813 0.282 3.116
C -3.170 5.144 1.263
C -4.011 4.053 1.433
C 4.433 3.048 -1.857
C -2.456 -1.382 -3.098
C -4.827 -3.184 -5.142
C 3.980 2.836 -0.559
C 4.581 1.980 -2.727
C -3.487 2.777 1.584
C -2.937 -2.957 1.444
C 1.927 -4.322 1.175
C 1.351 4.870 -1.062
C 1.521 3.261 2.941
C 1.302 4.838 0.328
C -7.257 -4.496 -9.336
C -2.730 -2.216 -0.818
C -1.251 3.695 1.429
C 4.525 0.189 2.369
C -3.986 -2.632 -4.089
C -6.481 -4.282 -7.102
C -4.700 -2.804 -6.474
C 2.169 7.086 0.397
C -3.346 -3.039 0.139
C -3.085 -2.221 -2.202
C -5.801 -4.131 -4.801
C 4.283 0.690 -2.299
C 2.350 -4.609 2.623
C -6.615 -4.672 -5.765
C -1.722 -1.337 -0.400
H -6.287 -4.755 -9.765
H 3.607 -1.749 2.429
H 3.459 2.549 3.620
H 1.537 -4.409 3.322
H 1.034 4.013 -1.645
H 5.730 1.983 2.424
H 1.531 4.238 3.424
H 3.876 3.691 0.098
H 2.762 -4.446 -0.838
H -4.130 -3.714 -0.177
H 7.711 0.852 3.311
H 0.328 -4.877 -0.206
H 4.414 -0.149 -2.969
H 0.973 2.577 3.590
H -8.036 -5.063 -9.835
H 1.661 5.962 2.139
H 2.579 7.990 -1.502
H 5.621 -2.880 3.293
H -1.003 0.419 -4.636
H 4.677 4.051 -2.178
H -1.571 -1.994 2.809
H -2.851 -1.229 -5.196
H 1.281 1.821 -1.306
H 4.944 2.146 -3.732
H -5.389 -3.027 -8.483
H -7.449 -3.428 -9.460
H -1.145 5.817 1.100
H 3.530 3.529 2.163
H -5.907 -4.431 -3.768
H -4.130 1.918 1.721
H -0.163 -4.860 1.500
H 1.838 6.023 -2.800
H -3.584 6.134 1.136
H 3.217 -4.016 2.915
H -2.051 0.966 2.558
H 7.671 -1.581 3.743
H 0.766 1.900 -3.733
H 3.953 -4.041 0.413
H 2.484 7.950 0.966
H 2.618 -5.662 2.697
H -5.084 4.191 1.444
H 3.323 -5.686 0.289
H -7.371 -5.403 -5.515
H -3.957 -2.079 -6.785
H -3.388 -3.561 2.219
H 3.608 -0.535 -0.684
H 0.862 -6.160 0.886
*
```

Results of the Mulliken charge analysis, in e, for atoms 1 through 5:
1 As 1.652
2 As 1.260
3 Sc 0.152
4 S 0.558
5 S 0.786